1.
Entry from the Open Molecules 2025 dataset: H26O13Xe as an isolated structure (the ωB97M-V functional and the def2-TZVPD basis).

```
! RIJCOSX wB97M-V def2-TZVPD def2/J DEFGRID3
* xyz 0 1
Xe 0.125 -0.015 -0.390
O -0.220 3.862 1.284
H -0.790 4.531 0.906
H -0.814 3.155 1.535
O 1.759 3.259 -0.718
H 1.108 3.450 -0.044
H 1.292 3.378 -1.545
O -2.904 -2.498 0.914
H -3.788 -2.381 0.566
H -2.331 -2.389 0.156
O 2.535 -1.652 -2.894
H 2.030 -2.414 -3.175
H 2.703 -1.804 -1.964
O 2.632 0.645 2.564
H 3.108 0.002 2.039
H 3.252 1.366 2.680
O 1.057 -3.335 1.575
H 0.604 -3.918 0.965
H 1.127 -3.841 2.384
O 2.989 -2.275 -0.083
H 3.558 -1.689 0.417
H 2.218 -2.392 0.472
O -1.257 -3.604 -1.486
H -0.878 -3.498 -2.359
H -2.066 -4.093 -1.634
O -0.106 0.950 3.665
H 0.575 0.921 2.993
H -0.024 1.822 4.052
O -2.151 1.455 -3.275
H -1.344 1.214 -2.820
H -2.253 2.391 -3.104
O -4.000 0.461 -0.073
H -3.653 -0.109 -0.760
H -3.300 0.506 0.578
O 1.338 1.239 -3.339
H 1.995 1.873 -3.625
H 1.841 0.456 -3.116
O -1.973 1.739 1.838
H -2.537 2.138 2.500
H -1.456 1.094 2.321
*
```

Kohn-Sham gap, Ha: 0.38776
ΔE to the lowest compared entry with this formula, charge and spin, kJ/mol: 103.4
LUMO, eV: 0.013
E_HOMO, eV: -10.539

Results of the natural (NBO) charge analysis, in e, for atoms 1 through 6: atom 1 (Xe): 0.00, atom 2 (O): -0.98, atom 3 (H): 0.47, atom 4 (H): 0.50, atom 5 (O): -0.97, atom 6 (H): 0.49

2.
Entry from the Open Molecules 2025 dataset: C2H3IN2 as an isolated structure (the ωB97M-V functional and the def2-TZVPD basis).

```
! RIJCOSX wB97M-V def2-TZVPD def2/J DEFGRID3
* xyz 0 1
C 0.661 -1.004 1.187
C -0.777 0.372 -0.560
N 0.488 -1.628 2.137
N 0.946 -0.333 0.088
I -0.406 1.560 -2.248
H -1.650 -0.194 -0.761
H -0.968 0.978 0.290
H 1.706 0.250 -0.132
*
```

Kohn-Sham gap, Ha: 0.33690
ΔE to the lowest compared entry with this formula, charge and spin, kJ/mol: 142.4
LUMO, eV: -0.633
E_HOMO, eV: -9.800

Results of the natural (NBO) charge analysis, in e, for atoms 1 through 6: atom 1 (C): 0.38, atom 2 (C): -0.33, atom 3 (N): -0.39, atom 4 (N): -0.68, atom 5 (I): 0.17, atom 6 (H): 0.22

3.
Entry from the Open Molecules 2025 dataset: one molecule with the formula C4H9NO2 (the ωB97M-V functional and the def2-TZVPD basis).

```
! RIJCOSX wB97M-V def2-TZVPD def2/J DEFGRID3
* xyz 0 1
C 0.046 0.811 2.535
O 0.467 1.221 1.249
C 0.965 0.173 0.487
C 0.103 -0.960 -2.649
N -0.861 -0.395 -1.916
C -1.025 -0.304 -0.606
O -0.028 -0.800 0.189
H -0.688 -0.001 2.469
H 0.900 0.470 3.140
H -0.411 1.679 3.013
H 1.752 -0.379 1.021
H 1.351 0.617 -0.437
H 0.873 -1.518 -2.138
H -0.025 -0.980 -3.719
H -1.611 0.042 -2.442
H -1.806 0.324 -0.197
*
```

Kohn-Sham gap, Ha: 0.27746
ΔE to the lowest compared entry with this formula, charge and spin, kJ/mol: 407.7
LUMO, eV: 0.929
E_HOMO, eV: -6.621

Results of the natural (NBO) charge analysis, in e, for atoms 1 through 6: atom 1 (C): -0.26, atom 2 (O): -0.54, atom 3 (C): 0.22, atom 4 (C): -0.44, atom 5 (N): -0.41, atom 6 (C): 0.13

4.
Entry from the Open Molecules 2025 dataset: C60H79AsHfN2O2P as an isolated structure (the ωB97M-V functional and the def2-TZVPD basis).

```
! RIJCOSX wB97M-V def2-TZVPD def2/J DEFGRID3
* xyz 3 1
Hf -0.112 -0.529 1.226
C 1.469 0.902 6.786
C 0.647 -0.362 6.553
C 1.567 -1.594 6.496
C -0.254 -0.306 5.341
C -0.210 0.689 4.369
C -1.127 0.743 3.298
C -1.186 2.082 2.554
C -2.056 3.089 3.330
C -1.659 2.022 1.098
C -2.125 -0.264 3.206
C -2.207 -1.249 4.229
C -1.252 -1.273 5.232
C -3.423 -2.132 4.400
C -3.120 -3.575 4.816
C -4.320 -1.507 5.482
C -3.358 -0.124 2.373
C -4.384 0.609 2.970
C -5.663 0.636 2.446
C -5.958 -0.161 1.353
C -4.951 -0.882 0.738
C -3.631 -0.838 1.191
P -2.277 -1.583 0.197
C -2.172 -3.448 0.588
C -3.536 -3.973 1.022
C -1.143 -3.523 1.727
C -1.646 -4.276 -0.583
C -2.664 -1.240 -1.646
C -1.474 -1.752 -2.470
C -2.742 0.284 -1.774
C -3.952 -1.846 -2.208
H 2.042 0.794 7.703
H 0.822 1.770 6.901
H 2.173 1.083 5.972
H -0.019 -0.496 7.415
H 2.469 -1.383 5.924
H 1.064 -2.466 6.078
H 1.886 -1.855 7.500
H 0.491 1.504 4.485
H -0.175 2.509 2.571
H -3.115 2.881 3.203
H -1.865 4.095 2.960
H -1.808 3.066 4.388
H -2.729 1.828 1.039
H -1.107 1.249 0.519
H -1.500 2.995 0.633
H -1.348 -2.014 6.010
H -3.992 -2.142 3.467
H -2.836 -3.631 5.864
H -2.340 -4.041 4.220
H -4.029 -4.158 4.698
H -3.772 -1.392 6.413
H -5.169 -2.159 5.662
H -4.703 -0.536 5.185
H -4.162 1.148 3.878
H -6.428 1.232 2.920
H -6.968 -0.219 0.977
H -5.203 -1.507 -0.099
H -3.943 -3.413 1.859
H -3.455 -5.013 1.324
H -4.251 -3.932 0.205
H -1.458 -2.928 2.587
H -0.153 -3.195 1.371
H -1.048 -4.556 2.062
H -2.350 -4.301 -1.410
H -1.516 -5.305 -0.252
H -0.677 -3.915 -0.926
H -0.531 -1.646 -1.924
H -1.393 -1.175 -3.393
H -1.606 -2.789 -2.755
H -1.770 0.743 -1.579
H -3.502 0.711 -1.122
H -3.027 0.530 -2.795
H -4.147 -2.854 -1.853
H -3.844 -1.903 -3.290
H -4.821 -1.223 -2.014
O 1.046 -1.510 3.029
C 2.400 -1.031 2.972
C 2.525 0.399 2.502
C 3.689 1.112 2.775
C 3.876 2.357 2.198
C 2.893 2.848 1.346
C 1.750 2.100 1.158
N 1.543 0.907 1.744
H 0.872 -1.772 3.955
H 2.929 -1.650 2.232
H 2.898 -1.152 3.937
H 4.441 0.686 3.421
H 4.772 2.924 2.394
H 3.013 3.791 0.839
H 0.965 2.454 0.498
O 1.381 -1.335 0.361
C 1.066 -0.467 -0.617
C 2.218 6.284 -5.459
C 2.028 4.985 -4.756
C 0.972 4.803 -3.870
C 0.751 3.586 -3.253
C -0.425 3.454 -2.323
C 1.603 2.498 -3.511
As 0.907 0.769 -2.905
N 1.975 0.182 -1.306
C 3.353 0.308 -1.010
C 4.124 -0.693 -0.428
C 5.443 -0.436 -0.092
C 6.006 0.806 -0.337
C 5.238 1.805 -0.914
C 3.918 1.563 -1.242
C 1.309 -0.360 -4.470
C 2.225 -1.409 -4.598
C 3.056 -1.910 -3.453
C 2.376 -2.036 -5.827
C 1.615 -1.683 -6.931
C 1.798 -2.359 -8.245
C 0.665 -0.684 -6.772
C 0.494 -0.025 -5.567
C -0.555 1.052 -5.521
C 2.702 2.685 -4.360
C 3.694 1.605 -4.654
C 2.890 3.917 -4.971
H 1.587 7.056 -5.027
H 1.949 6.169 -6.509
H 3.257 6.606 -5.425
H 0.295 5.623 -3.680
H -0.665 4.413 -1.874
H -0.204 2.728 -1.535
H -1.310 3.110 -2.863
H 3.709 -1.673 -0.258
H 6.025 -1.224 0.357
H 7.042 0.987 -0.099
H 5.665 2.778 -1.113
H 3.313 2.353 -1.668
H 2.433 -2.122 -2.580
H 3.832 -1.199 -3.163
H 3.566 -2.829 -3.735
H 3.108 -2.825 -5.920
H 2.427 -3.238 -8.147
H 2.269 -1.672 -8.946
H 0.841 -2.650 -8.671
H 0.045 -0.403 -7.610
H -0.121 2.017 -5.792
H -1.003 1.149 -4.525
H -1.341 0.835 -6.243
H 3.719 0.859 -3.863
H 4.692 2.026 -4.762
H 3.446 1.109 -5.594
H 3.726 4.038 -5.646
*
```

Kohn-Sham gap, Ha: 0.20206
LUMO, eV: -8.824
E_HOMO, eV: -14.322

Results of the Löwdin charge analysis, in e, for atoms 1 through 6: atom 1 (Hf): 1.65, atom 2 (C): -0.05, atom 3 (C): -0.35, atom 4 (C): -0.04, atom 5 (C): -0.17, atom 6 (C): 0.01

- Which formula does entry 3 have?
  C4H9NO2